1.
Molecular formula: C3H6N2O3P
Method: DFT, wB97M-V/def2-TZVPD

```
! RIJCOSX wB97M-V def2-TZVPD def2/J DEFGRID3
* xyz -1 1
C 0.099 -0.820 0.916
C 1.384 0.920 -0.156
C 0.948 -0.197 -1.202
N 0.765 0.522 1.148
N 0.571 -1.323 -0.406
O -1.229 -0.737 0.963
O -2.323 1.614 0.212
O -3.259 -0.647 -0.655
P -2.057 0.183 -0.292
H 0.453 -1.503 1.717
H 2.450 1.136 -0.117
H 0.965 1.893 -0.445
H 1.527 -0.121 -2.123
H -0.141 1.021 1.219
H -0.153 -1.941 -0.779
*
```

Properties
HOMO-LUMO gap (spin up / spin down) (hartree): 0.270 / 0.266
Energy relative to the best compared isomer or geometry (same formula, charge and spin) (eV): 2.834
Maximum force (hartree/bohr): 0.0593



2.
Molecular formula: C52H33I4N8SSn
Method: DFT, wB97M-V/def2-TZVPD

```
! RIJCOSX wB97M-V def2-TZVPD def2/J DEFGRID3
* xyz 1 1
Sn 0.030 0.405 -0.230
I 7.630 -3.351 -5.193
C 6.208 -2.344 -4.018
C 4.893 -2.841 -3.856
C 3.925 -2.164 -3.161
C 4.220 -0.961 -2.446
C 5.554 -0.571 -2.458
C 6.516 -1.159 -3.281
C 3.159 -0.440 -1.567
C 2.699 0.925 -1.767
C 3.527 1.925 -2.415
C 2.877 3.125 -2.337
C 1.605 2.863 -1.572
C 0.638 3.816 -1.212
C 0.849 5.267 -1.681
C 0.809 6.434 -0.913
C 0.915 7.698 -1.493
C 1.136 7.813 -2.862
I 1.322 9.755 -3.788
C 1.334 6.611 -3.640
C 1.132 5.395 -3.050
C -0.515 3.517 -0.474
N -0.726 2.420 0.321
C -2.030 2.604 0.924
C -2.640 1.681 1.778
C -4.073 1.885 2.225
C -4.528 3.151 2.597
C -5.829 3.340 3.031
C -6.679 2.276 3.252
I -8.723 2.481 3.754
C -6.278 0.999 2.847
C -5.013 0.827 2.285
C -1.980 0.446 2.090
C -2.582 -0.564 2.967
C -1.722 -1.609 3.064
C -0.526 -1.296 2.345
N -0.712 -0.022 1.751
C 0.683 -2.023 2.386
C 1.703 -1.827 1.454
C 2.992 -2.448 1.425
C 3.607 -2.063 0.233
C 2.724 -1.175 -0.454
N 1.616 -0.947 0.303
C 0.918 -2.999 3.488
C 1.669 -4.176 3.293
C 2.177 -4.904 4.344
C 1.800 -4.579 5.643
I 2.768 -5.553 7.168
C 0.972 -3.489 5.882
C 0.505 -2.753 4.817
C -2.648 3.800 0.383
C -1.713 4.383 -0.405
N 1.587 1.516 -1.151
H 4.639 -3.800 -4.314
H 2.934 -2.511 -3.301
H 5.811 0.322 -1.871
H 7.436 -0.635 -3.327
H 4.453 1.693 -2.977
H 3.289 4.100 -2.587
H 0.730 6.316 0.202
H 0.804 8.553 -0.861
H 1.756 6.699 -4.641
H 1.221 4.497 -3.674
H -3.840 3.979 2.646
H -6.183 4.343 3.254
H -6.938 0.112 2.964
H -4.770 -0.165 1.820
H -3.606 -0.570 3.388
H -1.814 -2.581 3.536
H 3.255 -3.143 2.202
H 4.649 -2.307 -0.080
H 1.876 -4.639 2.299
H 2.958 -5.671 4.110
H 0.712 -3.204 6.934
H -0.153 -1.888 5.040
H -3.627 4.096 0.557
H -1.759 5.350 -0.884
C -3.652 -2.882 0.112
C -2.339 -2.548 -0.548
N -1.998 -1.294 -0.676
N -2.888 -0.415 -1.048
C -2.528 0.329 -2.104
N -3.408 1.194 -2.561
S -0.891 0.293 -2.718
C -1.443 -3.590 -1.062
C -1.869 -4.783 -1.707
C -0.959 -5.774 -2.094
C 0.410 -5.506 -1.868
C 0.744 -4.299 -1.298
N -0.114 -3.363 -0.892
H -4.339 -2.023 -0.063
H -3.486 -3.022 1.176
H -4.144 -3.786 -0.325
H -4.195 1.430 -1.967
H -3.209 1.765 -3.367
H -2.912 -4.971 -1.992
H -1.400 -6.646 -2.536
H 1.212 -6.145 -2.320
H 1.790 -4.006 -1.203
*
```

Properties
HOMO-LUMO gap (spin up / spin down) (hartree): 0.193 / 0.193
Energy relative to the best compared isomer or geometry (same formula, charge and spin) (eV): 0.000
Maximum force (hartree/bohr): 0.0715



3.
Molecular formula: C48H47BGeN8Pb
Method: DFT, wB97M-V/def2-TZVPD

```
! RIJCOSX wB97M-V def2-TZVPD def2/J DEFGRID3
* xyz 1 2
Pb -0.240 -0.326 -0.146
C 2.112 4.039 2.753
C 0.975 3.174 2.331
C -0.366 3.339 2.622
C -1.024 2.259 2.018
N -0.123 1.520 1.360
N 1.099 2.064 1.578
B 2.414 1.351 1.180
N 2.398 -0.074 1.782
N 1.425 -0.968 1.494
C 1.674 -2.081 2.187
C 2.848 -1.902 2.928
C 3.272 -0.614 2.654
C 4.483 0.077 3.180
C 0.819 -3.273 2.149
C 1.386 -4.537 2.309
C 0.597 -5.675 2.275
C -0.775 -5.573 2.086
C -1.352 -4.319 1.953
C -0.563 -3.180 1.988
N 2.573 1.246 -0.354
N 1.723 0.534 -1.133
C 2.208 0.540 -2.384
C 3.374 1.311 -2.407
C 3.579 1.731 -1.105
C 4.698 2.563 -0.578
C 1.588 -0.164 -3.512
C 1.834 0.273 -4.815
C 1.284 -0.390 -5.897
C 0.472 -1.498 -5.697
C 0.227 -1.947 -4.409
C 0.792 -1.293 -3.326
C -2.439 1.895 2.168
C -3.347 2.842 2.639
C -4.668 2.505 2.879
C -5.107 1.207 2.667
C -4.217 0.252 2.202
C -2.898 0.594 1.953
H 1.729 4.903 3.289
H 2.800 3.508 3.411
H 2.683 4.391 1.893
H -0.795 4.111 3.237
H 3.334 1.954 1.620
H 3.309 -2.607 3.598
H 5.021 -0.604 3.835
H 5.147 0.376 2.368
H 4.220 0.972 3.744
H 2.456 -4.633 2.439
H 1.055 -6.647 2.399
H -1.387 -6.464 2.052
H -2.425 -4.224 1.834
H -1.032 -2.205 1.931
H 4.008 1.510 -3.253
H 5.375 2.819 -1.389
H 4.332 3.485 -0.126
H 5.261 2.021 0.182
H 2.450 1.145 -4.981
H 1.490 -0.045 -6.902
H 0.057 -2.028 -6.544
H -0.385 -2.824 -4.241
H 0.676 -1.727 -2.341
H -3.021 3.857 2.814
H -5.356 3.259 3.238
H -6.133 0.937 2.878
H -4.546 -0.769 2.055
H -2.207 -0.175 1.631
C 0.352 3.699 -5.506
C 0.890 3.660 -4.227
C 0.210 3.003 -3.214
C -1.021 2.398 -3.455
C -1.576 2.485 -4.729
C -0.887 3.124 -5.751
Ge -2.003 1.522 -1.975
C -3.015 3.006 -1.154
C -4.403 3.011 -1.051
C -5.063 4.125 -0.552
C -4.341 5.236 -0.142
C -2.956 5.238 -0.233
C -2.298 4.126 -0.734
C -3.213 0.079 -2.581
C -4.208 -0.402 -1.727
C -5.039 -1.439 -2.124
C -4.878 -2.020 -3.376
C -3.870 -1.574 -4.220
C -3.035 -0.539 -3.818
H 0.889 4.186 -6.310
H 1.843 4.131 -4.020
H 0.637 2.976 -2.216
H -2.559 2.072 -4.926
H -1.322 3.174 -6.741
H -4.979 2.160 -1.394
H -6.144 4.127 -0.491
H -4.859 6.104 0.247
H -2.391 6.106 0.083
H -1.216 4.136 -0.821
H -4.329 0.038 -0.743
H -5.816 -1.797 -1.460
H -5.535 -2.822 -3.688
H -3.733 -2.029 -5.193
H -2.239 -0.209 -4.474
N -0.805 -3.668 -1.602
N -1.768 -2.717 -1.144
H -1.244 -4.458 -2.064
H -0.307 -4.026 -0.796
H -2.516 -3.155 -0.612
H -2.188 -2.283 -1.960
*
```

Properties
HOMO-LUMO gap (spin up / spin down) (hartree): 0.291 / 0.247
Expectation value of S²: 0.757
Maximum force (hartree/bohr): 0.0233



4.
Molecular formula: H12O6
Method: DFT, wB97M-V/def2-TZVPD

```
! RIJCOSX wB97M-V def2-TZVPD def2/J DEFGRID3
* xyz 0 1
O -0.041 -0.471 -0.034
H -0.474 0.052 -0.718
H -0.763 -0.748 0.541
O 2.180 3.182 -0.460
H 2.683 2.362 -0.522
H 1.268 2.910 -0.612
O -1.423 2.217 1.410
H -0.660 2.299 1.993
H -1.047 2.268 0.524
O 4.748 -0.770 1.451
H 3.983 -1.240 1.099
H 5.441 -1.440 1.482
O -3.526 -3.272 1.596
H -2.851 -2.841 1.059
H -4.240 -3.451 0.975
O -1.855 -0.616 -3.718
H -1.527 -1.457 -3.378
H -2.479 -0.870 -4.407
*
```

Properties
HOMO-LUMO gap (hartree): 0.427
Structure (SMILES): O.O.O.O.O.O
Energy relative to the best compared isomer or geometry (same formula, charge and spin) (eV): 1.829
Maximum force (hartree/bohr): 0.0042



5.
Molecular formula: C4H9BrN
Method: DFT, wB97M-V/def2-TZVPD

```
! RIJCOSX wB97M-V def2-TZVPD def2/J DEFGRID3
* xyz 1 1
C -0.502 -1.887 -0.028
C -0.722 -0.451 0.453
Br -2.662 0.028 -0.016
N 0.089 0.432 -0.405
C 0.419 1.732 0.153
C 1.438 0.719 -0.026
H -0.801 -2.028 -1.062
H 0.508 -2.110 -0.150
H -1.121 -2.667 0.341
H -0.656 -0.097 1.492
H -0.370 0.586 -1.365
H -0.191 1.940 0.980
H 0.590 2.590 -0.491
H 2.190 1.071 -0.624
H 1.790 0.142 0.749
*
```

Properties
HOMO-LUMO gap (hartree): 0.407
Structure (SMILES): C[C@H](Br)[NH+]1CC1
Energy relative to the best compared isomer or geometry (same formula, charge and spin) (eV): 0.818
Maximum force (hartree/bohr): 0.0878



6.
Molecular formula: C23H22N5O3
Method: DFT, wB97M-V/def2-TZVPD

```
! RIJCOSX wB97M-V def2-TZVPD def2/J DEFGRID3
* xyz -1 1
C 0.599 -0.697 -3.957
C 1.286 0.613 -3.846
C 0.470 1.758 -3.789
N -0.228 2.705 -3.749
C 2.694 0.786 -3.900
C 3.603 -0.320 -3.956
C 4.971 -0.114 -4.010
C 5.501 1.185 -4.018
C 6.923 1.387 -4.070
N 8.082 1.546 -4.108
C 4.633 2.283 -3.979
C 3.261 2.099 -3.916
H 1.282 -1.546 -4.023
H -0.062 -0.841 -3.089
H -0.046 -0.705 -4.851
H 3.214 -1.343 -3.955
H 5.656 -0.964 -4.051
H 5.045 3.295 -4.003
H 2.604 2.975 -3.892
C 3.576 2.127 0.360
C 2.328 1.744 1.116
O 1.614 0.845 0.240
C 0.607 0.135 0.836
C 0.069 -0.842 -0.103
C -1.103 -1.537 0.106
C -1.395 -2.791 -0.659
N -2.081 -1.220 0.992
N -2.209 0.021 1.277
C -3.056 0.271 2.397
N -3.492 -0.874 3.025
C -4.415 -0.960 4.061
C -4.746 -2.231 4.580
C -5.665 -2.341 5.625
C -6.254 -1.189 6.166
C -5.954 0.066 5.633
C -5.039 0.188 4.580
O -3.308 1.441 2.673
O 0.288 0.318 2.007
H 4.108 2.940 0.858
H 4.253 1.266 0.317
H 3.345 2.429 -0.666
H 2.576 1.230 2.055
H 1.683 2.611 1.311
H 0.678 -1.074 -0.974
H -0.656 -2.932 -1.450
H -1.376 -3.682 -0.016
H -2.385 -2.739 -1.123
H -3.099 -1.720 2.620
H -4.275 -3.112 4.140
H -5.920 -3.331 6.007
H -6.955 -1.279 7.000
H -6.431 0.965 6.026
H -4.799 1.158 4.148
*
```

Properties
HOMO-LUMO gap (hartree): 0.123
Maximum force (hartree/bohr): 0.0721